[1]
The following is a DFT calculation (ωB97M-V/def2-TZVPD) of a molecular structure, C4H5NO2.

```
! RIJCOSX wB97M-V def2-TZVPD def2/J DEFGRID3
* xyz 0 1
O 1.13455 -1.01964 -0.71828
O 0.11669 1.08645 -1.19414
N -0.96264 0.86409 0.79803
C 0.80825 -0.90921 0.68828
C -0.46376 1.62258 -0.08844
C -0.03770 -0.34414 -1.07184
C -0.63041 -0.47320 0.34147
H 0.95861 -1.83897 1.24104
H -0.45098 2.70689 -0.04359
H -0.47304 -0.70773 -2.00507
H -1.41233 -1.21198 0.52076
H 1.38171 -0.09749 1.14677
*
```

Computed properties:
**E_HOMO**: -10.01 eV
**ΔE to the lowest compared entry with this formula, charge and spin**: 169.5 kJ/mol
**Kohn-Sham gap**: 11.0 eV
**Energy**: -360.60486 hartree
**Strongest force on any atom**: 0.4 eV/Å
**LUMO**: 1.001 eV


[2]
The following is a DFT calculation (ωB97M-V/def2-TZVPD) of a single C26H41N3O2 molecule.

```
! RIJCOSX wB97M-V def2-TZVPD def2/J DEFGRID3
* xyz 0 1
O -1.71733 -3.84954 0.98506
O -0.64549 -0.05672 -1.21682
N -0.17145 -2.66025 -0.16386
N -2.37902 -0.73806 0.04564
N 2.94678 -1.11289 0.74649
C -1.51075 4.49313 0.12819
C -1.42288 -2.97304 0.19756
C 1.76943 -1.15101 1.59201
C -1.66194 5.88916 0.72486
C 5.80443 -0.77089 0.43864
C -0.29558 2.29207 0.28854
C 2.64109 -1.63949 -0.57307
C 7.06748 -0.81359 -0.12124
C -4.97982 -0.72757 -1.70571
C 7.42789 0.10435 -1.09443
C -3.87569 -2.68022 -0.42638
C 6.51665 1.06049 -1.50657
C -1.62407 1.53655 0.31325
C 5.24945 1.09821 -0.94982
C 1.32053 -2.59393 1.79464
C 2.20456 -3.09954 -0.47738
C -2.69330 2.34256 -0.43629
C -1.48202 0.17905 -0.35692
C -2.83864 3.73658 0.16558
C -2.46595 -2.07595 -0.51433
C -4.77394 -2.23377 -1.58882
C -0.44948 3.68883 0.87887
C 3.51653 0.22024 0.65739
C -4.53427 -2.45793 0.93509
C 1.00065 -3.25369 0.44854
C 4.88305 0.18549 0.02857
H -2.99096 -0.53575 0.81878
H -3.65187 1.81984 -0.39712
H 8.41536 0.07289 -1.53115
H 2.12291 -3.15269 2.27692
H 3.54630 -1.57241 -1.18169
H -5.74610 -2.71729 -1.46952
H -1.94489 1.39523 1.35177
H -4.34024 -2.59875 -2.52283
H 3.02969 -3.68730 -0.07419
H -0.03158 -1.85208 -0.76131
H -3.59784 4.29308 -0.38798
H -2.16563 -2.00012 -1.56693
H -4.82534 -1.42127 1.09319
H -5.43390 -3.06469 1.00369
H 6.79097 1.77743 -2.26688
H 0.04758 2.35657 -0.74580
H 0.93961 -0.56195 1.15874
H 2.86089 0.90858 0.09302
H 4.53896 1.84358 -1.27915
H -3.85543 -2.77051 1.72410
H -1.97378 5.82677 1.76557
H 1.96417 -3.47574 -1.47281
H 7.77542 -1.56311 0.20187
H 1.85959 -1.03437 -1.06759
H -3.72893 -3.76135 -0.52854
H -3.17570 3.65301 1.20206
H 3.61118 0.61022 1.67750
H 0.50894 4.21003 0.83477
H -2.39870 2.42613 -1.48486
H -1.19720 4.59102 -0.91719
H 2.02534 -0.71010 2.55995
H -2.40807 6.46095 0.17769
H -0.71785 6.42738 0.68245
H -0.73642 3.60974 1.93086
H 0.76754 -4.31202 0.61468
H 5.51037 -1.48475 1.19278
H -4.03773 -0.21916 -1.89230
H 0.43852 -2.62698 2.43561
H -5.64916 -0.51211 -2.53567
H 0.45436 1.73264 0.85314
H -5.42732 -0.31922 -0.80286
*
```

Computed properties:
**E_HOMO**: -8.58 eV
**ΔE to the lowest compared entry with this formula, charge and spin**: 3.0 kJ/mol
**SMILES string**: CC[C@H](C)[C@@H](NC(=O)[C@H]1CC[C@H](C)CC1)C(=O)NC1CCN(Cc2ccccc2)CC1
**Kohn-Sham gap**: 9.3 eV
**Energy**: -1330.15633 hartree
**Strongest force on any atom**: 0.7 eV/Å
**LUMO**: 0.674 eV


[3]
The following is a DFT calculation (ωB97M-V/def2-TZVPD) of a single CH5N3O3S molecule.

```
! RIJCOSX wB97M-V def2-TZVPD def2/J DEFGRID3
* xyz 0 1
S -0.97625 -0.34107 0.08516
O -0.10233 1.95887 0.26706
O -2.15371 0.34346 0.52318
O -0.74482 -1.69981 0.44191
N -1.06346 -0.18652 -1.56323
N 1.83382 -0.93263 0.73412
N 0.28060 0.67934 0.57767
C 1.62057 0.34650 0.70006
H 1.17668 -1.66917 0.44188
H -1.46185 0.74194 -1.70115
H -0.40452 -0.34491 -2.24893
H 2.72336 -1.19740 0.84665
H -0.72810 2.30139 0.89561
*
```

Computed properties:
**E_HOMO**: -9.06 eV
**ΔE to the lowest compared entry with this formula, charge and spin**: 278.9 kJ/mol
**Kohn-Sham gap**: 9.7 eV
**Energy**: -829.14804 hartree
**Strongest force on any atom**: 4.1 eV/Å
**LUMO**: 0.610 eV


[4]
The following is a DFT calculation (ωB97M-V/def2-TZVPD) of 2 unconnected molecules or ions with the total composition C4H9N8O3.

```
! RIJCOSX wB97M-V def2-TZVPD def2/J DEFGRID3
* xyz 1 1
O -3.67689 -0.50055 -1.72944
O -0.54309 1.74574 1.72620
O 2.64150 -1.20735 0.88254
N -1.05444 0.20752 0.21561
N -0.28036 0.89602 0.80167
N 3.92265 -1.34268 0.83507
N -3.28447 0.73405 -2.02782
N 2.30781 0.02828 0.41796
N -3.04555 0.99525 1.24977
N -3.14241 -0.72754 -0.39589
N 3.70861 2.00006 -0.08632
C -2.59217 1.28753 -1.18635
C 4.61226 -0.26541 0.55188
C -2.44407 0.53550 0.01297
C 3.62712 0.73117 0.29469
H -2.41809 2.39640 -1.24355
H -3.78246 1.68248 1.06047
H -3.50635 0.14179 1.55521
H 4.62202 2.45054 -0.21238
H 2.87581 2.69334 0.05374
H 5.72772 -0.40274 0.43223
H -1.56616 1.87953 1.81086
H 1.47052 0.62391 0.61643
H -2.56829 -1.53640 -0.36935
*
```

Computed properties:
**E_HOMO**: -12.53 eV
**ΔE to the lowest compared entry with this formula, charge and spin**: 564.8 kJ/mol
**Kohn-Sham gap**: 8.1 eV
**Energy**: -820.99821 hartree
**Strongest force on any atom**: 7.6 eV/Å
**LUMO**: -4.418 eV


[5]
The following is a DFT calculation (ωB97M-V/def2-TZVPD) of a molecular structure, C4H2FeO.

```
! RIJCOSX wB97M-V def2-TZVPD def2/J DEFGRID3
* xyz 0 5
Fe -1.51825 2.74631 -0.76716
O 1.13431 1.69050 -0.33528
C -0.08805 1.36290 -0.32718
C -0.59547 0.09066 -0.03373
C 0.22406 -1.00255 0.36327
C 0.93380 -1.98671 0.51605
H 1.58568 -2.82989 0.65750
H -1.67609 -0.07123 -0.07347
*
```

Computed properties:
**E_HOMO (spin up / spin down)**: -7.81 / -7.82 eV
**<S²>**: 6.4875
**Kohn-Sham gap (spin up / spin down)**: 6.6 / 5.5 eV
**Energy**: -1492.31426 hartree
**Strongest force on any atom**: 3.7 eV/Å
**LUMO (spin up / spin down)**: -1.208 / -2.319 eV


[6]
The following is a DFT calculation (ωB97M-V/def2-TZVPD) of a molecular structure, C13H4F8IrOS2.

```
! RIJCOSX wB97M-V def2-TZVPD def2/J DEFGRID3
* xyz 0 2
Ir -0.44318 0.17323 -0.30270
S 1.84042 -0.38677 -1.17890
S -0.99558 -2.20667 -0.92960
F -2.09998 0.67693 -2.75720
F -0.88138 4.94733 2.31700
F -0.56508 -0.04977 4.50230
F -0.83968 2.37393 -2.29840
F -1.30898 4.57793 5.00110
F -1.12608 2.07763 6.06610
F -0.29648 2.75763 0.72960
F -2.64688 2.02943 -1.15570
O -0.18048 0.30753 1.79720
C -0.44718 1.30433 2.55560
C -0.65418 1.16543 3.95350
C -0.93498 2.25683 4.75810
C 1.53742 -1.85527 -2.03340
C 2.44292 -3.49187 -3.56590
C 0.32732 -2.59517 -1.96590
C 0.20732 -3.76377 -2.73270
C -0.52158 2.63123 2.05620
C 2.59072 -2.34927 -2.81850
C -0.81338 3.72563 2.84410
C -1.02258 3.53973 4.21460
C 1.23532 -4.19507 -3.53600
C -1.58078 1.39753 -1.71340
H 1.11432 -5.08367 -4.13430
H -0.71758 -4.31637 -2.67550
H 3.51962 -1.80227 -2.82510
H 3.26072 -3.84647 -4.17220
*
```

Computed properties:
**E_HOMO (spin up / spin down)**: -8.67 / -8.58 eV
**<S²>**: 0.7858
**Kohn-Sham gap (spin up / spin down)**: 5.3 / 5.6 eV
**Energy**: -2272.53398 hartree
**Strongest force on any atom**: 3.5 eV/Å
**LUMO (spin up / spin down)**: -3.327 / -2.934 eV